Density functional theory data (ωB97M-V with the def2-TZVPD basis set) for a structure of composition C3H6MgO3.

Atoms and positions in Å:
H1 -0.207 0.911 -0.892
O1 -0.325 1.838 1.367
C1 -1.139 1.112 0.863
O2 -2.275 1.258 0.410
Mg1 -3.933 2.344 0.527
O3 -0.385 0.221 -0.149
C2 0.869 -0.436 0.240
C3 1.193 -1.486 -0.788
H2 0.675 -0.835 1.238
H3 1.645 0.337 0.295
H4 0.382 -2.219 -0.880
H5 2.100 -2.012 -0.462
H6 1.400 -1.034 -1.768

Calculated values
- Calculated total energy: -543.43047 a.u.
- E_LUMO (alpha / beta): -4.1 / -4.8 eV
- Total charge: +1
- ⟨S²⟩: 0.750
- ΔE to the lowest compared entry with this formula, charge and spin: 0.4454 eV
- Gap between HOMO and LUMO (alpha / beta): 7.4729 / 10.7462 eV
- Spin multiplicity: 2
- Molecular weight: 114.38 g/mol